Record 1
18
Properties=species:S:1:pos:R:3:forces:R:3:mulliken_charge:R:1 method="wB97M-V/def2-TZVPD" gap_ev=10.4 smiles="CC(N)=O.CC(N)=O" total_charge=0 lumo_energy_ev=0.86 molar_mass_g_mol=118.1 total_energy_ev=-11385.7477
C 2.113467 -0.156138 -1.219130 2.4275 -1.6155 5.6200 0.7860
C 3.385992 -0.173354 -1.969223 0.0146 -3.1061 -0.5198 -0.9892
C -2.222784 0.132029 1.127076 1.3692 0.1633 0.0575 0.6882
C -3.389633 0.324836 2.068908 -1.8111 -0.6336 0.1266 -0.8122
H 0.119870 0.372339 -1.401086 1.7947 -0.4451 -0.5367 0.1818
H 1.041585 0.316031 -2.859486 0.3013 0.2192 -0.1591 0.2076
H 4.229933 0.343000 -1.616530 0.5172 1.3731 0.7954 0.2889
H 3.178001 0.037782 -2.996056 0.3999 0.0949 -0.8319 0.2739
H 3.750401 -1.241557 -1.835239 -0.4871 1.0046 -0.6208 0.2408
H -0.197809 -0.290118 1.188318 -0.6921 0.0277 0.1602 0.1348
H -0.832236 -0.626333 2.716377 -1.1987 0.7333 -1.0839 0.2119
H -3.033798 -0.073819 3.048473 -0.9227 0.1977 -0.6074 0.2399
H -4.385207 -0.162532 1.681354 2.1552 0.4596 0.7595 0.2406
H -3.721787 1.376464 2.224419 0.8054 -0.5014 -0.3226 0.2305
N 1.075478 0.281368 -1.859476 -4.4567 0.9560 -0.0886 -0.3193
N -1.040716 -0.229676 1.778182 0.9414 -0.3606 -0.2678 -0.3472
O 2.132190 -0.567207 0.007602 -0.8672 1.5423 -3.4968 -0.6593
O -2.202946 0.336885 -0.084482 -0.2908 -0.1094 1.0162 -0.5976

Record 2
18
Properties=species:S:1:pos:R:3:forces:R:3:mulliken_charge:R:1 method="wB97M-V/def2-TZVPD" gap_ev=10.3 smiles="NC(=O)O.C=NCC" total_charge=0 lumo_energy_ev=0.66 molar_mass_g_mol=118.1 total_energy_ev=-11384.2089
C -2.737866 0.005789 0.011407 -2.7446 0.7347 1.7876 0.5706
C 1.700388 -1.193624 0.377997 1.4597 -3.3645 0.1862 -1.2158
C 0.212132 1.788573 -0.416433 3.2920 -2.6656 4.3490 -0.5410
C 1.578939 0.246343 0.594555 2.8028 0.6117 3.2066 0.0128
N -2.531994 -0.252032 -1.240039 2.1410 -0.7039 -3.5760 -0.2918
N 0.991391 0.773100 -0.554165 -2.4613 2.7525 -1.6302 -0.4082
O -4.076385 -0.236817 0.362712 0.0721 -0.3724 -0.9614 -0.5415
O -1.995063 0.466803 0.799266 1.9777 0.8349 1.7400 -0.5027
H 2.009421 -1.293309 -0.667919 0.3324 -0.4531 0.2237 0.3399
H 2.444433 -1.824277 1.080488 -1.7778 1.6552 -1.4515 0.2782
H 0.700743 -1.630256 0.401707 0.0431 -0.3062 0.2687 0.2645
H -0.321613 2.242635 -1.124617 -1.7733 1.4462 -3.3123 0.4826
H -4.441950 0.500128 0.867273 0.5390 -0.1215 0.2209 0.3198
H 0.118518 2.212037 0.603727 -0.2641 -0.0435 -0.4710 0.2420
H 2.662260 0.658316 0.716171 -1.7176 -0.3144 -0.2527 0.2646
H 1.079509 0.359543 1.609014 0.1123 0.7414 -1.2194 0.2684
H -1.652888 -0.169653 -1.778534 -0.5310 0.0741 1.4994 0.2485
H -3.269628 -0.519282 -1.815890 -1.5025 -0.5055 -0.6077 0.2090

Record 3
18
Properties=species:S:1:pos:R:3:forces:R:3:mulliken_charge:R:1 method="wB97M-V/def2-TZVPD" gap_ev=9.5 smiles="C/N=C(/CO)NOC" total_charge=0 lumo_energy_ev=0.56 molar_mass_g_mol=118.1 total_energy_ev=-11378.5491
C 0.459394 2.498281 -0.234185 -1.0219 0.8474 0.3940 -0.6371
C -0.087644 -0.686672 -0.060967 -1.5692 0.0210 3.4555 0.5310
C -0.331334 -1.927252 0.785817 1.1458 -2.9408 -4.6104 -0.1892
C 0.440516 0.339506 -2.180358 3.2849 0.3075 -0.6605 -0.6837
H 0.185930 3.328978 0.728564 1.8544 -2.3490 -2.8960 0.2294
H 0.322541 3.089304 -1.320779 -0.0844 -1.6948 3.0624 0.2018
H 1.443688 1.803422 -0.368318 -1.8558 2.7106 1.4074 0.4020
H -0.632025 0.633367 1.780794 1.3836 -1.8494 -2.5010 0.3029
H -1.388511 -2.266624 0.747497 0.5088 0.3373 -0.4063 0.2064
H 0.339867 -2.728109 0.248122 -1.5056 0.9966 0.4589 0.2174
H 0.979774 -1.535683 2.409242 -4.3939 -1.8519 -2.1365 0.3558
H 0.951064 0.073233 -3.224697 -0.8310 -0.5781 2.5367 0.2952
H -0.314570 0.919315 -2.524345 -2.9062 1.6540 -0.9028 0.3673
H 1.121962 1.170391 -1.731236 -0.8232 -2.3586 -0.9168 0.0163
N -0.080148 0.461340 0.841489 -0.8298 1.1811 -0.1705 -0.2544
N -0.044193 -0.716300 -1.304805 1.8715 -0.1159 -0.9322 -0.4786
O -0.601822 1.453473 0.004628 1.2047 3.0218 -0.8451 -0.3014
O -0.026293 -1.959230 2.074937 4.5675 2.6613 5.6632 -0.5813

Record 4
18
Properties=species:S:1:pos:R:3:forces:R:3:mulliken_charge:R:1 method="wB97M-V/def2-TZVPD" gap_ev=6.0 total_charge=0 lumo_energy_ev=-2.92 molar_mass_g_mol=118.1 total_energy_ev=-11379.8857
C -1.315913 -0.082046 -0.398270 -1.9330 -1.5118 -1.8449 -0.4631
O -2.219820 -0.651510 0.325174 0.7502 0.8520 -0.1609 -0.5865
C -0.032181 0.127996 0.648027 2.3692 -0.1332 2.7167 0.5883
C 1.155935 0.715351 0.078347 -2.8373 -0.9884 0.1044 -0.6246
C 2.366457 0.004772 0.400365 2.2984 -0.7145 0.7899 0.5362
N 3.576120 0.460539 -0.114936 -0.5223 0.1379 -0.5282 -0.4627
O 2.438400 -0.828315 1.308110 -0.9459 0.4883 -0.4975 -0.5811
N -0.611041 0.832780 1.751153 -1.4172 0.5087 -0.7287 -0.6621
H -0.840561 -0.742740 -1.138799 0.0462 -0.0517 -0.0555 0.3106
H -1.545816 0.878274 -0.879113 0.0913 0.4755 0.5377 0.2828
H -0.109575 0.886970 2.628634 0.6031 -0.0860 -0.5713 0.2580
H 0.055790 -0.923384 0.928488 0.6334 -0.0385 -0.2120 0.2994
H 1.009863 1.483968 -0.668749 0.6203 0.5742 0.4948 0.3113
H -5.360015 -1.844848 -2.918094 0.0182 0.0339 -0.0097 0.0219
H 3.681128 0.451786 -1.119761 0.0043 0.3171 0.0323 0.2387
H 4.337924 0.034774 0.384601 0.2209 -0.2041 -0.1208 0.2665
H -1.527790 0.386571 1.883890 0.0164 0.3738 0.0431 0.2875
H -5.058901 -1.190934 -3.099068 -0.0164 -0.0333 0.0107 -0.0211

Record 5
18
Properties=species:S:1:pos:R:3:forces:R:3:mulliken_charge:R:1 method="wB97M-V/def2-TZVPD" gap_ev=9.8 total_charge=0 lumo_energy_ev=0.19 molar_mass_g_mol=118.1 total_energy_ev=-11377.1264
C -0.497674 -0.310529 1.497351 2.6340 2.3468 0.3485 -1.1958
C -0.196555 -0.475118 -0.006702 0.9198 -1.0056 0.5271 1.1263
C -0.366036 0.853047 -0.572555 -0.2322 3.2718 -2.9365 -0.5985
C 1.185957 -1.061300 -0.233459 4.0683 1.0198 1.8054 -0.4703
H -1.378127 0.602883 1.535118 2.5580 -3.2740 0.7971 0.3000
H -0.663602 -1.358681 1.654974 -0.8618 -0.2249 1.6308 0.5044
H 0.648017 -0.019036 1.993185 -3.7792 -0.5053 -0.9695 0.2050
H -2.037393 -1.402661 -0.133212 0.1699 0.1825 0.9483 0.3526
H -1.479658 -1.290402 -1.606925 2.2018 -0.5853 3.5544 0.2756
H -0.409039 0.746664 -1.783845 -0.7861 0.0565 2.2798 0.3004
H 0.472945 1.634546 -0.539264 -1.5286 -1.6902 0.7694 0.3899
H -1.381832 2.128803 -1.056270 -2.1852 -1.7147 4.9893 0.3996
H 1.394747 -2.263092 -0.265174 -0.7098 3.3872 -0.0623 0.2802
H 2.969585 1.503186 -0.157272 -0.5098 -1.1902 0.4171 0.3326
N -1.091982 -1.488186 -0.493807 -3.2848 -0.1034 -4.9292 -0.8482
N 2.312213 -0.333449 -0.048617 -1.9883 -2.6067 -1.4927 -0.4024
O -1.617729 1.487144 0.111207 2.7166 2.4161 -7.7934 -0.5922
O 2.136171 1.046183 0.105270 0.5976 0.2195 0.1164 -0.3591

Record 6
18
Properties=species:S:1:pos:R:3:forces:R:3:mulliken_charge:R:1 method="wB97M-V/def2-TZVPD" gap_ev=9.8 smiles="O=CNCNCCO" total_charge=0 lumo_energy_ev=0.71 molar_mass_g_mol=118.1 total_energy_ev=-11384.7270
C -2.772352 0.236882 -0.213555 0.0381 0.3648 -0.3029 -0.4529
C -1.581439 1.086182 0.256160 -0.7669 0.0085 -0.7682 -0.6706
C 0.215351 -0.527402 0.119152 0.5513 0.1861 -2.2993 -0.5279
C 2.584155 0.107102 0.330815 -1.0043 -0.8287 0.1534 0.1044
H -2.553817 -1.129615 1.131660 -0.1244 -0.3429 -1.6623 0.3305
H -2.790983 0.263366 -1.298370 0.0990 -0.0576 -0.3025 0.2891
H -3.758619 0.676301 0.071183 0.5809 -0.4259 0.3570 0.3222
H -1.870009 2.126951 0.097054 0.3058 0.1485 0.0134 0.3314
H -1.394808 0.937936 1.308959 -0.3521 0.1159 0.6663 0.3397
H -0.250462 0.855503 -1.377449 -0.2863 -0.1595 0.8888 0.2404
H 0.149008 -0.553735 1.194513 0.0835 0.0204 0.4718 0.3287
H -0.268786 -1.438898 -0.287405 -0.0414 0.6129 0.2929 0.3183
H 1.880196 -1.131839 -1.173890 -0.5034 0.6825 1.0230 0.2667
H 2.202188 0.543564 1.306350 0.2603 -0.1257 -0.8693 0.2378
N -0.312583 0.768618 -0.350141 -0.0692 -0.5419 -0.0448 -0.2722
N 1.581926 -0.574889 -0.350377 1.5850 -0.1997 0.3723 -0.1362
O -2.601522 -1.132713 0.131451 -0.4114 0.3452 2.0387 -0.5057
O 3.738572 0.142436 -0.009501 0.0554 0.1969 -0.0283 -0.5438